C50H104Cl4N9O17P3 | ωB97M-V with the def2-TZVPD basis set

Computed properties:
Spin multiplicity ... 2
Calculated total energy ... -6604.0902 Ha
Orbital gap (spin up / spin down) ... 7.1 / 2.5 eV
HOMO (spin up / spin down) ... -9.38 / -9.38 eV
Total charge ... +1

Each atom is followed by the atoms it is bonded to, with distances in Å.
Cartesian coordinates (Å):
1 Cl -2.938 5.163 -3.645  C2 1.822
2 C -1.829 4.807 -2.244  Cl1 1.822, C3 1.570, H5 1.090, H6 1.090
3 C -0.814 5.999 -2.119  C2 1.570, Cl4 1.780, H7 1.090, H8 1.090
4 Cl 0.556 5.729 -3.222  C3 1.780
5 H -1.359 3.849 -2.466  C2 1.090
6 H -2.482 4.599 -1.396  C2 1.090
7 H -0.548 6.304 -1.107  C3 1.090
8 H -1.366 6.855 -2.506  C3 1.090
9 Cl -3.725 -0.929 -2.363  C10 1.814
10 C -5.046 0.309 -2.253  Cl9 1.814, C11 1.477, H13 1.090, H14 1.090
11 C -4.624 1.711 -2.448  C10 1.477, Cl12 1.807, H15 1.090, H16 1.090
12 Cl -3.685 1.941 -3.975  C11 1.807
13 H -5.468 0.362 -1.249  C10 1.090
14 H -5.808 -0.015 -2.962  C10 1.090
15 H -3.944 1.858 -1.609  C11 1.090
16 H -5.333 2.531 -2.337  C11 1.090
17 O -3.782 3.022 5.444  P18 1.462
18 P -3.278 1.772 6.013  O17 1.462, N19 1.714, N22 1.757, N25 1.685
19 N -3.941 1.484 7.566  P18 1.714, C20 1.442, C21 1.468
20 C -3.711 0.290 8.343  N19 1.442, H28 1.090, H29 1.090, H30 1.090
21 C -4.138 2.685 8.387  N19 1.468, H31 1.090, H32 1.090, H33 1.090
22 N -1.533 1.631 6.149  P18 1.757, C23 1.464, C24 1.478
23 C -0.796 2.893 6.236  N22 1.464, H34 1.090, H35 1.090, H36 1.090
24 C -0.824 0.475 6.736  N22 1.478, H37 1.090, H38 1.090, H39 1.090
25 N -3.610 0.384 5.117  P18 1.685, C26 1.471, C27 1.415
26 C -5.035 0.133 4.857  N25 1.471, H40 1.090, H41 1.090, H42 1.090
27 C -2.904 0.150 3.913  N25 1.415, H43 1.090, H44 1.090, H45 1.090
28 H -2.785 0.436 8.899  C20 1.090
29 H -3.631 -0.617 7.744  C20 1.090
30 H -4.533 0.181 9.051  C20 1.090
31 H -3.165 3.139 8.576  C21 1.090
32 H -4.489 2.344 9.361  C21 1.090
33 H -4.848 3.333 7.875  C21 1.090
34 H -0.965 3.465 7.148  C23 1.090
35 H 0.247 2.779 5.942  C23 1.090
36 H -1.244 3.628 5.567  C23 1.090
37 H -1.271 -0.514 6.634  C24 1.090
38 H 0.153 0.314 6.280  C24 1.090
39 H -0.746 0.635 7.812  C24 1.090
40 H -5.488 0.926 4.263  C26 1.090
41 H -5.201 -0.779 4.283  C26 1.090
42 H -5.576 0.150 5.803  C26 1.090
43 H -3.281 0.742 3.079  C27 1.090
44 H -2.972 -0.860 3.508  C27 1.090
45 H -1.833 0.351 3.905  C27 1.090
46 O 1.249 -3.269 -1.298  P47 1.483
47 P 1.272 -4.583 -1.985  O46 1.483, N48 1.732, N51 1.678, N54 1.720
48 N 2.747 -4.930 -2.823  P47 1.732, C49 1.426, C50 1.451
49 C 3.511 -3.872 -3.397  N48 1.426, H57 1.090, H58 1.090, H59 1.090
50 C 3.102 -6.252 -3.303  N48 1.451, H60 1.090, H61 1.090, H62 1.090
51 N 0.106 -4.858 -3.160  P47 1.678, C52 1.452, C53 1.416
52 C -0.359 -3.682 -3.874  N51 1.452, H63 1.090, H64 1.090, H65 1.090
53 C -0.111 -6.165 -3.662  N51 1.416, H66 1.090, H67 1.090, H68 1.090
54 N 1.048 -5.936 -0.948  P47 1.720, C55 1.467, C56 1.472
55 C 2.144 -6.433 -0.107  N54 1.467, H69 1.090, H70 1.090, H71 1.090
56 C -0.282 -6.109 -0.342  N54 1.472, H72 1.090, H73 1.090, H74 1.090
57 H 4.588 -4.037 -3.396  C49 1.090
58 H 3.448 -3.004 -2.741  C49 1.090
59 H 3.105 -3.580 -4.366  C49 1.090
60 H 2.630 -7.054 -2.737  C50 1.090
61 H 4.188 -6.341 -3.279  C50 1.090
62 H 2.680 -6.355 -4.303  C50 1.090
63 H -1.225 -3.897 -4.500  C52 1.090
64 H -0.582 -2.899 -3.150  C52 1.090
65 H 0.390 -3.325 -4.582  C52 1.090
66 H 0.017 -7.031 -3.013  C53 1.090
67 H -1.151 -6.292 -3.962  C53 1.090
68 H 0.408 -6.300 -4.611  C53 1.090
69 H 2.579 -7.346 -0.514  C55 1.090
70 H 2.947 -5.705 -0.220  C55 1.090
71 H 1.857 -6.620 0.928  C55 1.090
72 H -0.324 -5.326 0.415  C56 1.090
73 H -0.405 -7.087 0.124  C56 1.090
74 H -1.054 -5.946 -1.093  C56 1.090
75 O 2.489 2.606 -4.700  P76 1.525
76 P 1.568 1.841 -5.645  O75 1.525, N77 1.730, N80 1.719, N83 1.741
77 N 2.338 1.247 -7.076  P76 1.730, C78 1.432, C79 1.468
78 C 3.478 1.974 -7.547  N77 1.432, H86 1.090, H87 1.090, H88 1.090
79 C 2.094 -0.089 -7.632  N77 1.468, H89 1.090, H90 1.090, H91 1.090
80 N 0.308 2.662 -6.478  P76 1.719, C81 1.420, C82 1.475
81 C -0.796 2.179 -7.228  N80 1.420, H92 1.090, H93 1.090, H94 1.090
82 C 0.368 4.133 -6.378  N80 1.475, H95 1.090, H96 1.090, H97 1.090
83 N 0.783 0.429 -4.997  P76 1.741, C84 1.480, C85 1.405
84 C -0.537 0.552 -4.339  N83 1.480, H98 1.090, H99 1.090, H100 1.090
85 C 1.545 -0.565 -4.360  N83 1.405, H101 1.090, H102 1.090, H103 1.090
86 H 4.207 2.013 -6.737  C78 1.090
87 H 3.268 3.036 -7.669  C78 1.090
88 H 3.989 1.517 -8.394  C78 1.090
89 H 2.015 0.025 -8.713  C79 1.090
90 H 1.117 -0.360 -7.231  C79 1.090
91 H 2.781 -0.877 -7.325  C79 1.090
92 H -0.912 2.666 -8.196  C81 1.090
93 H -0.530 1.152 -7.480  C81 1.090
94 H -1.727 2.268 -6.668  C81 1.090
95 H 1.226 4.530 -5.836  C82 1.090
96 H 0.433 4.554 -7.381  C82 1.090
97 H -0.549 4.451 -5.882  C82 1.090
98 H -1.190 1.209 -4.913  C84 1.090
99 H -1.051 -0.373 -4.077  C84 1.090
100 H -0.470 1.218 -3.479  C84 1.090
101 H 2.190 -0.066 -3.637  C85 1.090
102 H 2.122 -1.131 -5.091  C85 1.090
103 H 0.953 -1.214 -3.714  C85 1.090
104 O 0.977 3.912 -0.079  C105 1.227
105 C 2.175 4.002 -0.334  O104 1.227, O106 1.347, C109 1.548
106 O 2.822 5.131 0.014  C105 1.347, C107 1.374
107 C 4.169 5.080 -0.253  O106 1.374, C108 1.537, H110 1.090, H111 1.090
108 C 4.313 3.941 -1.274  C107 1.537, C109 1.520, H112 1.090, H113 1.090
109 C 3.085 3.053 -1.151  C105 1.548, C108 1.520, H114 1.090, H115 1.090
110 H 4.617 4.814 0.704  C107 1.090
111 H 4.595 6.029 -0.578  C107 1.090
112 H 5.179 3.292 -1.141  C108 1.090
113 H 4.400 4.246 -2.317  C108 1.090
114 H 3.191 2.154 -0.543  C109 1.090
115 H 2.642 2.828 -2.121  C109 1.090
116 O 4.056 -0.182 0.557  C117 1.241
117 C 4.518 -1.333 0.536  O116 1.241, O118 1.388, C121 1.471
118 O 5.713 -1.611 -0.112  C117 1.388, C119 1.394
119 C 5.962 -2.982 -0.075  O118 1.394, C120 1.506, H122 1.090, H123 1.090
120 C 4.641 -3.608 0.288  C119 1.506, C121 1.484, H124 1.090, H125 1.090
121 C 3.877 -2.566 1.019  C117 1.471, C120 1.484, H126 1.090, H127 1.090
122 H 6.771 -3.180 0.628  C119 1.090
123 H 6.223 -3.150 -1.120  C119 1.090
124 H 4.670 -4.546 0.842  C120 1.090
125 H 4.088 -3.939 -0.591  C120 1.090
126 H 4.132 -2.621 2.077  C121 1.090
127 H 2.831 -2.579 0.713  C121 1.090
128 O 1.517 -1.456 3.238  C129 1.244
129 C 0.895 -2.524 3.383  O128 1.244, O130 1.336, C133 1.524
130 O 1.455 -3.729 3.252  C129 1.336, C131 1.424
131 C 0.474 -4.760 3.288  O130 1.424, C132 1.463, H134 1.090, H135 1.090
132 C -0.656 -4.189 4.022  C131 1.463, C133 1.563, H136 1.090, H137 1.090
133 C -0.612 -2.737 3.444  C129 1.524, C132 1.563, H138 1.090, H139 1.090
134 H 0.822 -5.581 3.916  C131 1.090
135 H 0.359 -5.176 2.287  C131 1.090
136 H -0.398 -3.982 5.061  C132 1.090
137 H -1.525 -4.845 3.984  C132 1.090
138 H -0.884 -1.929 4.123  C133 1.090
139 H -1.142 -2.544 2.511  C133 1.090
140 O 4.681 4.616 3.366  C141 1.231
141 C 3.830 3.733 3.254  O140 1.231, O142 1.352, C145 1.559
142 O 3.981 2.545 2.626  C141 1.352, C143 1.417
143 C 2.728 1.896 2.501  O142 1.417, C144 1.522, H146 1.090, H147 1.090
144 C 1.997 2.356 3.754  C143 1.522, C145 1.533, H148 1.090, H149 1.090
145 C 2.406 3.828 3.881  C141 1.559, C144 1.533, H150 1.090, H151 1.090
146 H 3.107 0.879 2.400  C143 1.090
147 H 2.239 2.229 1.585  C143 1.090
148 H 2.293 1.732 4.597  C144 1.090
149 H 0.915 2.233 3.703  C144 1.090
150 H 2.418 4.078 4.941  C145 1.090
151 H 1.724 4.456 3.307  C145 1.090
152 O -2.539 0.799 0.749  C153 1.232
153 C -1.377 0.550 0.429  O152 1.232, O154 1.314, C157 1.473
154 O -0.527 0.028 1.284  C153 1.314, C155 1.404
155 C 0.637 -0.362 0.602  O154 1.404, C156 1.497, H158 1.090, H159 1.090
156 C 0.361 -0.106 -0.848  C155 1.497, C157 1.493, H160 1.090, H161 1.090
157 C -0.775 0.862 -0.880  C153 1.473, C156 1.493, H162 1.090, H163 1.090
158 H 0.795 -1.421 0.803  C155 1.090
159 H 1.505 0.251 0.843  C155 1.090
160 H -0.053 -1.017 -1.279  C156 1.090
161 H 1.277 0.301 -1.275  C156 1.090
162 H -1.559 0.677 -1.614  C157 1.090
163 H -0.398 1.878 -1.003  C157 1.090
164 O -0.384 5.986 3.855  C165 1.231
165 C -1.245 5.419 3.183  O164 1.231, O166 1.409, C169 1.490
166 O -2.580 5.308 3.620  C165 1.409, C167 1.379
167 C -3.252 4.434 2.791  O166 1.379, C168 1.517, H170 1.090, H171 1.090
168 C -2.569 4.561 1.442  C167 1.517, C169 1.530, H172 1.090, H173 1.090
169 C -1.110 4.707 1.881  C165 1.490, C168 1.530, H174 1.090, H175 1.090
170 H -4.297 4.696 2.622  C167 1.090
171 H -3.166 3.387 3.080  C167 1.090
172 H -2.880 5.384 0.798  C168 1.090
173 H -2.709 3.680 0.816  C168 1.090
174 H -0.498 5.251 1.162  C169 1.090
175 H -0.592 3.749 1.914  C169 1.090
176 O -5.403 -4.074 -1.662  C177 1.224
177 C -4.552 -3.653 -0.889  O176 1.224, O178 1.359, C181 1.527
178 O -4.818 -2.668 0.008  C177 1.359, C179 1.443
179 C -3.732 -2.427 0.929  O178 1.443, C180 1.586, H182 1.090, H183 1.090
180 C -2.503 -3.121 0.206  C179 1.586, C181 1.487, H184 1.090, H185 1.090
181 C -3.094 -4.085 -0.761  C177 1.527, C180 1.487, H186 1.090, H187 1.090
182 H -3.846 -2.718 1.973  C179 1.090
183 H -3.487 -1.369 0.831  C179 1.090
184 H -1.838 -3.599 0.925  C180 1.090
185 H -1.911 -2.437 -0.402  C180 1.090
186 H -3.045 -5.119 -0.420  C181 1.090
187 H -2.552 -4.044 -1.706  C181 1.090